(1)
Molecular formula: C22H26N6O4
Method: DFT, ωB97M-V/def2-TZVPD

Output
- multiplicity = 1
- ΔE to the lowest compared entry with this formula, charge and spin (kcal/mol) = 90.4
- SMILES = CN1CCN(Cc2nc3cc(NC(=O)COc4ccc([N+](=O)[O-])cc4)ccc3n2C)CC1
- gap between HOMO and LUMO (eV) = 7.8681
- net charge = 0

Each line ends with the natural charge from an NBO analysis.
Cartesian coordinates (Å):
C: 9.3662 0.7510 0.2266  -0.4044
N: 8.1281 0.1143 0.6140  -0.4344
C: 7.9763 -1.1947 0.0113  -0.2255
C: 6.7174 -1.8656 0.5492  -0.2240
N: 5.5564 -1.0537 0.2290  -0.4450
C: 5.7125 0.2606 0.8320  -0.2338
C: 6.9714 0.9273 0.2930  -0.2265
H: 7.0910 1.9071 0.7605  0.2061
H: 6.8691 1.0699 -0.7991  0.1627
H: 4.8370 0.8659 0.5876  0.2123
H: 5.7872 0.1843 1.9291  0.1781
C: 4.3207 -1.6921 0.6623  -0.2687
C: 3.1241 -0.9381 0.1966  0.4027
N: 2.1999 -0.4751 0.9899  -0.4657
C: 1.2719 0.1179 0.1771  0.1035
C: 0.0874 0.7669 0.5011  -0.2279
C: -0.6684 1.2653 -0.5455  0.1249
C: -0.2588 1.1189 -1.8809  -0.2351
C: 0.9192 0.4854 -2.2130  -0.2508
C: 1.6856 -0.0129 -1.1713  0.1510
N: 2.8798 -0.6851 -1.1258  -0.3707
C: 3.7062 -1.0436 -2.2435  -0.4237
H: 3.6725 -0.2495 -2.9898  0.2081
H: 4.7296 -1.1686 -1.8921  0.2513
H: 3.3573 -1.9730 -2.7028  0.1983
H: 1.2206 0.3818 -3.2443  0.2177
H: -0.8863 1.5163 -2.6664  0.2044
N: -1.8874 1.9341 -0.3318  -0.5976
C: -2.4177 2.3781 0.8271  0.6459
O: -1.9329 2.2890 1.9318  -0.5997
C: -3.7776 3.0695 0.6047  -0.1676
O: -4.5616 2.4628 -0.4035  -0.5067
C: -5.1068 1.2466 -0.1612  0.4113
C: -4.8708 0.4827 0.9829  -0.3360
C: -5.4869 -0.7435 1.1254  -0.1364
C: -6.3360 -1.2151 0.1318  -0.0192
C: -6.5703 -0.4631 -1.0175  -0.1585
C: -5.9582 0.7583 -1.1609  -0.2858
H: -6.1238 1.3662 -2.0357  0.2299
H: -7.2329 -0.8517 -1.7752  0.2512
N: -6.9773 -2.4884 0.2887  0.5301
O: -7.6979 -2.8724 -0.6106  -0.3846
O: -6.7636 -3.1084 1.3103  -0.3811
H: -5.3166 -1.3479 2.0031  0.2514
H: -4.2061 0.8280 1.7577  0.2422
H: -4.3118 3.1171 1.5594  0.2093
H: -3.5979 4.0905 0.2539  0.2199
H: -2.4193 2.1286 -1.1713  0.4065
H: -0.2200 0.8785 1.5254  0.2603
H: 4.2962 -2.7016 0.2363  0.2130
H: 4.2532 -1.7750 1.7586  0.2100
H: 6.5994 -2.8480 0.0839  0.2002
H: 6.8223 -2.0016 1.6385  0.1750
H: 8.8478 -1.8020 0.2668  0.2046
H: 7.9079 -1.1267 -1.0907  0.1626
H: 9.4485 1.7078 0.7399  0.2017
H: 10.2004 0.1201 0.5300  0.2007
H: 9.4351 0.9272 -0.8590  0.1623

(2)
Molecular formula: C22H26O5S
Method: DFT, ωB97M-V/def2-TZVPD

Output
- multiplicity = 1
- ΔE to the lowest compared entry with this formula, charge and spin (kcal/mol) = 2.9
- SMILES = C=CCOC(=O)C1=C[C@H](c2csc3ccccc23)[C@@H](CCCO)[C@H](OCC)O1
- gap between HOMO and LUMO (eV) = 8.9417
- net charge = 0

Each line ends with the natural charge from an NBO analysis.
Cartesian coordinates (Å):
C: 1.8720 6.7768 -0.9871  -0.3543
C: 2.5009 5.7584 -0.4340  -0.2139
C: 1.9862 5.0075 0.7571  -0.1155
H: 0.9968 5.3765 1.0453  0.2066
H: 2.6821 5.0891 1.5977  0.1993
O: 1.9061 3.6062 0.4818  -0.4920
C: 0.8045 3.1818 -0.1391  0.7530
O: -0.1320 3.8837 -0.4333  -0.5889
C: 0.8502 1.7225 -0.4029  0.1743
C: -0.1916 1.0473 -0.8922  -0.1723
C: -0.0307 -0.4226 -1.1254  -0.2784
C: -1.3462 -1.1103 -1.3263  -0.0595
C: -1.6231 -1.9255 -2.3698  -0.3663
S: -3.2113 -2.6117 -2.3341  0.3964
C: -3.5531 -1.7770 -0.8446  -0.1951
C: -4.7370 -1.8265 -0.1244  -0.2196
C: -4.8267 -1.0882 1.0367  -0.1956
C: -3.7534 -0.3104 1.4703  -0.2209
C: -2.5774 -0.2609 0.7560  -0.2100
C: -2.4563 -1.0027 -0.4217  -0.0262
H: -1.7559 0.3520 1.0951  0.2233
H: -3.8494 0.2632 2.3798  0.2161
H: -5.7383 -1.1096 1.6145  0.2144
H: -5.5620 -2.4284 -0.4724  0.2203
H: -0.9786 -2.1750 -3.1913  0.2332
H: 0.5821 -0.5588 -2.0275  0.2289
C: 0.7394 -1.0509 0.0633  -0.2488
C: 1.2109 -2.4657 -0.2789  -0.3925
C: 1.6667 -3.2366 0.9600  -0.4279
C: 2.2480 -4.6106 0.6136  -0.0527
O: 1.2869 -5.5259 0.1490  -0.7133
H: 0.8651 -5.1628 -0.6372  0.4617
H: 3.0552 -4.4939 -0.1258  0.1487
H: 2.6687 -5.0705 1.5107  0.1811
H: 0.8183 -3.3730 1.6327  0.2125
H: 2.4268 -2.6646 1.4918  0.2050
H: 0.3767 -2.9931 -0.7491  0.2076
H: 2.0282 -2.4100 -1.0043  0.1953
C: 1.9081 -0.1595 0.5292  0.3916
O: 1.7143 0.0439 1.9000  -0.5439
C: 2.7508 0.7476 2.5742  -0.0739
C: 3.9504 -0.1334 2.9096  -0.6389
H: 4.4633 -0.4583 2.0075  0.2025
H: 3.6255 -1.0104 3.4644  0.2113
H: 4.6515 0.4299 3.5189  0.2169
H: 2.2810 1.1050 3.4936  0.1875
H: 3.0604 1.6094 1.9725  0.1910
O: 2.0328 1.0824 -0.1391  -0.5140
H: 2.8780 -0.6430 0.3337  0.1577
H: 0.0548 -1.1096 0.9147  0.2341
H: -1.1184 1.5457 -1.1163  0.2451
H: 3.4340 5.3858 -0.8344  0.2016
H: 2.2698 7.2909 -1.8449  0.2005
H: 0.9332 7.1378 -0.6018  0.1966

(3)
Molecular formula: C22H26O6
Method: DFT, ωB97M-V/def2-TZVPD

Output
- multiplicity = 1
- ΔE to the lowest compared entry with this formula, charge and spin (kcal/mol) = 555.1
- SMILES = COc1cc2c(c(OC)c1OC)-c1c(cc3c(c1O)OCO3)C[C@@H](C)[C@@H](C)C2
- gap between HOMO and LUMO (eV) = 8.0192
- net charge = 0

Each line ends with the natural charge from an NBO analysis.
Cartesian coordinates (Å):
C: 1.8313 3.9265 -3.3287  -0.2301
H: 2.6088 4.1759 -3.8587  0.1900
O: 2.2251 2.6483 -2.5823  -0.4785
C: 1.3597 2.1428 -1.7743  0.2599
C: 1.8498 1.2847 -1.0442  -0.2057
C: 1.4173 0.5688 -0.0492  0.0328
C: 0.0962 0.8286 0.1578  -0.0899
C: -0.6824 1.4765 -0.8172  0.2330
C: 0.0108 2.2856 -1.7776  0.1813
O: -0.6902 3.2000 -2.4682  -0.4784
C: -1.4314 3.9532 -1.9878  -0.2079
H: -2.5394 3.5278 -2.0175  0.1210
H: -1.5004 4.4559 -0.9572  0.1708
H: -1.5842 4.8580 -2.5673  0.1661
O: -2.0920 1.6371 -0.6500  -0.5098
C: -2.6788 0.8206 -1.2169  -0.1451
H: -3.8986 1.0473 -0.9518  0.1633
H: -2.5581 0.8572 -2.2979  0.1360
H: -2.5347 -0.4666 -0.8843  0.0962
C: -0.6054 -0.1233 1.1472  -0.1414
C: -0.8205 -1.5575 0.9214  -0.0030
C: -1.2715 -2.2271 1.9664  -0.2819
C: -1.9808 -1.6606 2.9976  0.2998
C: -1.8838 -0.1453 3.1298  0.2218
C: -1.4087 0.3155 1.9470  0.3192
O: -1.3624 1.8233 2.3180  -0.7648
H: -1.1679 2.4037 1.4710  0.4734
O: -2.6795 0.0456 4.1575  -0.4540
C: -3.1628 -0.8625 4.8016  0.2978
O: -2.8266 -2.0626 4.1063  -0.5142
H: -2.8007 -1.1696 5.7637  0.1560
H: -4.4222 -0.9691 4.7221  0.1129
H: -1.5055 -3.4015 1.9366  0.2176
C: -0.1681 -2.1974 -0.0952  -0.4536
H: 0.0457 -1.5835 -0.9633  0.2322
H: -0.5652 -3.2789 -0.3673  0.2415
C: 1.1622 -2.9482 0.3071  -0.1609
C: 1.7112 -4.1211 -0.0569  -0.5917
H: 2.5711 -4.6017 0.0284  0.2350
H: 1.6485 -4.1652 -1.3539  0.1623
H: 0.8157 -4.8619 0.3101  0.1948
H: 1.4469 -2.8746 1.5279  0.1939
C: 2.4871 -1.7993 0.1261  -0.2307
C: 2.8231 -1.6499 -1.2869  -0.5840
H: 3.2461 -2.7737 -1.8016  0.1838
H: 1.9593 -1.4691 -1.7999  0.2095
H: 3.6372 -1.0490 -1.2775  0.2117
H: 3.1743 -2.2779 0.8687  0.2119
C: 2.2007 -0.6264 0.7308  -0.4061
H: 1.8423 -0.5876 1.6810  0.2310
H: 3.1819 -0.1164 0.9574  0.2116
H: 3.1312 1.1009 -1.1354  0.1954
H: 1.3495 4.5376 -2.7159  0.1813
H: 0.9888 3.7060 -3.9967  0.1869